{
  "formula": "C16H32Cl20N2O2PS2",
  "method": "wB97M-V/def2-TZVPD",
  "mol_weight_g_mol": 1088.6,
  "homo_ev": -11.492,
  "total_charge": 1,
  "orbital_gap_ev": 7.79,
  "elements": ["N", "H", "Cl", "Cl", "C", "P", "Cl", "H", "S", "Cl", "H", "H", "Cl", "H", "H", "H", "H", "Cl", "C", "H", "H", "C", "H", "O", "Cl", "Cl", "Cl", "Cl", "H", "C", "H", "H", "H", "C", "Cl", "H", "Cl", "H", "Cl", "Cl", "Cl", "O", "H", "Cl", "H", "H", "Cl", "N", "H", "H", "Cl", "Cl", "Cl", "H", "C", "C", "H", "H", "H", "C", "C", "S", "H", "C", "C", "H", "H", "C", "H", "C", "C", "C", "C", "H", "H"],
  "xyz": [[-0.35734, -2.84450, 1.10340], [4.56213, -1.23481, 0.84658], [4.39416, -0.63953, 5.49085], [6.48726, 0.75003, -8.38342], [2.48807, -4.67214, 0.38642], [5.11231, -4.10439, -0.95276], [-3.77449, -1.08163, 9.26404], [3.56165, -0.18696, -6.58103], [4.50571, -2.85781, -2.58880], [-6.12784, 2.29699, 0.98060], [-3.36434, 6.37090, 6.45381], [8.81156, 0.36246, -8.53952], [-0.26901, -2.05847, 5.86800], [-3.32042, -1.53957, 6.99221], [5.53909, -0.90480, 3.44247], [7.86285, -0.82904, -9.47493], [0.50821, -0.28026, 4.52229], [-7.84802, 6.04503, -5.17123], [-3.45321, -2.14731, 7.89067], [-3.10887, 2.50014, 3.22984], [5.85095, -1.19883, -0.63135], [-7.30365, 5.77421, -3.51129], [-0.44050, -1.47175, 3.58688], [-1.53934, -3.39353, -1.01801], [2.64157, -0.89741, -4.52535], [8.03434, -1.41576, -7.19382], [3.34982, -0.30673, 2.78940], [-2.86416, 4.84882, 3.19942], [5.15963, -3.53322, 1.51125], [-4.25422, 5.73674, 6.45655], [4.11113, -1.82529, -6.12424], [-6.67447, 6.61237, -3.20198], [4.12834, -6.27410, -0.08863], [-0.43177, -3.74835, -0.10903], [-8.35236, 3.01207, -8.16758], [-2.54230, -2.71759, 8.08834], [-5.68864, 6.75847, 6.60991], [-8.17646, 5.70692, -2.85716], [-1.81609, 0.10732, 4.67839], [-4.79189, -3.27246, 7.63173], [-7.33596, 0.82052, -6.53563], [6.69516, -0.87133, 1.32827], [-7.02594, 3.14000, -6.21792], [-4.14156, 4.59268, 7.79951], [3.14705, -5.53399, -1.61821], [-6.29932, 2.88371, -1.30051], [-6.37196, 4.27732, -3.38359], [-1.38173, -1.90680, 0.96117], [6.21192, -4.92352, -1.43723], [-5.35062, 4.07521, -0.36510], [5.39643, -0.13237, -5.09519], [-2.30364, 2.95330, 1.05651], [-7.67491, 4.46278, -0.20901], [-4.31305, 5.17940, 5.51840], [-2.09891, -2.21462, -0.33657], [3.66514, -5.29074, -0.57269], [2.54292, -5.25582, 1.41806], [-6.10801, 2.52085, -7.62105], [-4.33864, 3.29514, 2.20498], [-7.06004, 2.47755, -7.08628], [7.92168, -0.27170, -8.53678], [0.79478, -5.14476, -0.34603], [6.89551, -3.49095, 0.74539], [-6.24049, 3.44105, -0.36236], [3.90690, -0.81652, -5.75721], [5.17222, 0.80855, 3.79535], [-2.97981, -1.50128, -0.62731], [-0.38166, -0.91442, 4.52504], [5.38337, -1.76860, -2.74704], [5.65163, -1.52405, 0.47508], [4.78289, -0.21216, 3.82012], [-3.28375, 3.28502, 2.48984], [5.76316, -3.15685, 0.57188], [7.56344, -1.19817, 0.91769], [2.58645, -3.53061, 0.62555]],
  "lowdin_charge": [-0.02, 0.07, 0.53, 0.50, -0.49, 0.71, 0.50, 0.04, 0.45, 0.55, 0.03, 0.03, 0.52, -0.01, 0.01, 0.03, 0.01, 0.53, -1.06, 0.00, 0.09, -1.01, -0.01, -0.06, 0.50, 0.48, 0.54, 0.54, 0.12, -1.06, 0.04, 0.04, 0.13, -0.46, 0.50, 0.01, 0.50, 0.01, 0.52, 0.50, 0.49, -0.13, -0.02, 0.50, 0.10, -0.03, 0.55, -0.01, 0.04, 0.03, 0.49, 0.49, 0.53, -0.03, -0.02, -0.39, 0.11, 0.03, -0.06, -1.04, -1.01, 0.87, 0.12, -1.05, -1.00, 0.04, 0.15, -1.02, -0.14, -0.27, -1.01, -1.04, -0.30, 0.12, 0.09]
}